Entry 1:
{"formula": "C31H27ClO7P2RuS2", "method": "the ωB97M-V functional and the def2-TZVPD basis", "elements": ["Ru", "O", "C", "O", "C", "O", "C", "C", "O", "O", "H", "H", "H", "H", "H", "S", "P", "C", "P", "S", "C", "C", "C", "C", "C", "C", "C", "C", "C", "C", "C", "C", "C", "C", "C", "C", "C", "C", "C", "C", "C", "C", "C", "C", "H", "H", "H", "H", "H", "H", "H", "H", "H", "H", "H", "H", "H", "H", "H", "H", "H", "H", "H", "H", "Cl", "C", "C", "O", "O", "H", "H"], "coordinates": [[10.883, -12.255, -2.534], [10.434, -14.431, 1.656], [10.294, -13.550, 0.637], [9.501, -13.753, -0.279], [11.294, -12.426, 0.834], [11.637, -11.765, -0.373], [11.854, -10.365, -0.163], [11.507, -9.531, -1.395], [11.870, -8.356, -1.418], [10.968, -10.199, -2.395], [9.726, -15.085, 1.618], [12.211, -12.774, 1.370], [10.757, -11.722, 1.497], [12.935, -10.099, 0.051], [11.304, -10.025, 0.762], [9.516, -13.061, -4.286], [10.143, -14.905, -3.910], [11.376, -14.138, -2.794], [13.042, -14.109, -3.285], [12.788, -12.126, -3.839], [14.008, -13.989, -1.709], [14.980, -12.998, -1.551], [15.736, -12.932, -0.369], [15.504, -13.788, 0.694], [14.648, -14.850, 0.484], [13.827, -14.914, -0.662], [14.031, -15.259, -4.152], [14.060, -16.603, -3.661], [15.038, -17.464, -4.125], [15.890, -17.052, -5.162], [15.725, -15.786, -5.760], [14.684, -14.962, -5.375], [10.408, -16.018, -5.252], [11.107, -15.481, -6.317], [11.082, -16.222, -7.506], [10.526, -17.517, -7.513], [10.075, -18.100, -6.345], [10.091, -17.400, -5.160], [8.858, -15.737, -2.894], [7.576, -15.501, -3.377], [6.466, -16.087, -2.719], [6.673, -16.867, -1.592], [7.966, -17.152, -1.137], [9.059, -16.484, -1.695], [15.091, -12.221, -2.285], [16.446, -12.098, -0.281], [16.048, -13.716, 1.629], [14.490, -15.614, 1.238], [13.016, -15.653, -0.653], [13.326, -16.919, -2.895], [15.170, -18.451, -3.685], [16.664, -17.733, -5.524], [16.455, -15.437, -6.550], [14.328, -14.065, -5.849], [11.577, -14.509, -6.209], [11.557, -15.807, -8.397], [10.556, -18.132, -8.437], [9.815, -19.165, -6.296], [9.829, -17.877, -4.217], [7.395, -14.760, -4.125], [5.461, -15.801, -3.043], [5.817, -17.256, -1.018], [8.147, -17.818, -0.277], [10.051, -16.469, -1.212], [7.056, -8.866, -2.779], [7.006, -10.272, -1.668], [8.430, -10.621, -1.221], [9.007, -11.602, -1.808], [8.876, -9.913, -0.301], [6.606, -11.056, -2.289], [6.316, -10.023, -0.872]], "mulliken_spin": [2.8364, -0.0008, -0.0088, 0.0158, 0.0147, 0.0523, -0.0074, 0.0086, 0.0150, 0.0582, -0.0006, 0.0032, -0.0004, 0.0029, -0.0020, 0.3069, -0.0550, 0.2895, 0.1633, 0.2085, -0.0233, 0.0030, 0.0050, 0.0200, -0.0112, 0.1284, 0.0892, 0.2350, -0.1534, 0.2763, -0.0944, 0.2208, 0.0141, 0.0037, -0.0135, 0.0404, -0.0278, 0.0379, -0.0314, 0.0021, 0.0074, 0.0001, 0.0100, 0.0469, -0.0144, 0.0009, 0.0035, -0.0016, 0.0101, 0.0902, -0.0051, 0.0353, 0.0008, 0.0317, 0.0265, -0.0023, 0.0024, -0.0019, 0.0093, -0.0083, 0.0005, 0.0000, 0.0005, 0.0075, 0.0012, 0.0069, 0.0018, 0.0893, 0.0286, 0.0013, -0.0002], "orbital_gap_ha": [0.1393, 0.2587], "e_homo_ev": [-1.8, -5.7], "charge": -1, "lumo_ev": [1.96, 1.33], "de_lowest_ev": 1.930, "energy_ev": -102268.012, "multiplicity": 6}

=====

Entry 2:
{"formula": "C2H4N2", "method": "the ωB97M-V functional and the def2-TZVPD basis", "elements": ["H", "N", "C", "N", "C", "H", "H", "H"], "coordinates": [[1.445, -0.779, -0.428], [1.908, 0.096, -0.024], [0.798, 0.531, 0.397], [-0.050, -0.518, 0.100], [-1.261, -0.296, -0.221], [0.574, 1.196, 1.186], [-1.724, 0.706, -0.101], [-1.690, -0.935, -0.909]], "mulliken_charge": [0.4321, -0.5468, -0.1067, -0.3478, -0.2910, 0.3575, 0.2397, 0.2628], "orbital_gap_ha": 0.3806, "e_homo_ev": -9.9, "charge": 0, "lumo_ev": 0.45, "de_lowest_ev": 3.005, "energy_ev": -5115.955, "smiles": "[H]/N=C\\N=C"}

=====

Entry 3:
{"formula": "C4H16O4", "method": "the ωB97M-V functional and the def2-TZVPD basis", "elements": ["C", "C", "C", "C", "H", "H", "H", "H", "H", "H", "H", "H", "H", "H", "O", "H", "H", "O", "H", "H", "O", "H", "H", "O"], "coordinates": [[-2.149, -1.027, 1.524], [-1.753, 0.180, 0.816], [-0.883, 1.171, 1.270], [-0.694, 2.451, 0.579], [-2.568, -0.848, 2.519], [-2.813, -1.690, 0.966], [-1.296, -1.708, 1.595], [-2.288, 0.322, -0.118], [-0.433, 1.140, 2.246], [-0.564, 2.240, -0.489], [-1.601, 3.063, 0.689], [0.125, 3.041, 0.981], [-0.552, -1.820, -2.564], [-1.830, -1.549, -1.641], [-1.179, -2.183, -1.934], [1.673, -1.611, 1.467], [1.321, -1.469, 0.003], [1.561, -2.124, 0.658], [2.674, 1.502, 0.233], [2.602, 1.180, -1.255], [3.041, 1.758, -0.619], [2.704, -1.363, -1.876], [2.706, 0.020, -2.734], [2.196, -0.675, -2.315]], "mulliken_spin": [0.0409, 0.3450, 0.3884, 0.0070, 0.0354, 0.0025, 0.0423, 0.0159, 0.0188, 0.0239, 0.0701, 0.0068, -0.0001, -0.0017, 0.0023, -0.0011, 0.0023, 0.0007, 0.0000, -0.0003, 0.0002, 0.0000, 0.0000, 0.0002], "orbital_gap_ha": [0.3453, 0.2173], "e_homo_ev": [-14.6, -14.6], "charge": 1, "lumo_ev": [-5.25, -8.73], "de_lowest_ev": 0.797, "energy_ev": -12587.446, "multiplicity": 2}